No. 1
DFT (ωB97M-V with the def2-TZVPD basis set) results for a molecular structure, C2H6N3O.

Element x y z (Å)
C1 0.4511 1.7051 -0.3182
C2 -0.1146 -1.1152 0.1127
N1 -1.2919 -1.6771 0.4401
N2 -0.3643 0.7427 -0.4900
N3 1.0139 -1.4816 0.0742
O1 1.4152 1.7784 0.5726
H1 0.2676 2.6642 -0.8431
H2 -2.0518 -1.0716 0.8327
H3 -1.5079 -2.5536 -0.0075
H4 -1.1433 1.0581 -1.1811
H5 1.8606 -1.2503 -0.4782
H6 1.4652 1.2009 1.2857

Forces on atoms 1 to 2 (eV/Å):
C -0.168 0.682 1.147
C -9.350 2.470 3.396

Computed properties:
Gap between HOMO and LUMO (alpha / beta): 6.82 / 6.77 eV
Relative energy (zero: lowest compared OMol25 entry of this formula, charge and spin): 41.2 kcal/mol
Total charge: +1
Multiplicity: 3

No. 2
DFT (ωB97M-V with the def2-TZVPD basis set) results for a molecular structure, C24H25N9Ru.

Element x y z (Å)
Ru1 -1.9197 1.3798 0.6670
C1 3.2047 0.2453 -3.5573
C2 3.0002 -1.1149 -2.9462
C3 3.6161 -2.2486 -3.4646
C4 3.4256 -3.5024 -2.9016
C5 2.6233 -3.6478 -1.7805
C6 2.0094 -2.5329 -1.2308
C7 2.1846 -1.2886 -1.8293
N1 1.5658 -0.1184 -1.2668
C8 0.3644 -0.0501 -0.6945
N2 -0.5316 -1.0260 -1.1481
C9 -1.7905 -1.3070 -0.7622
C10 -2.5614 -0.4431 0.0687
C11 -3.7973 -0.8982 0.4421
C12 -4.2895 -2.1721 0.0196
C13 -3.5613 -2.9722 -0.8435
C14 -2.3174 -2.5703 -1.2760
C15 -1.5144 -3.4021 -2.2217
N3 -0.0045 0.8535 0.1671
C16 0.9757 1.7995 0.6698
C17 2.1497 1.3619 1.2674
C18 3.0683 2.2909 1.7336
C19 2.8064 3.6467 1.6006
C20 1.6122 4.0701 1.0352
C21 0.6717 3.1562 0.5775
C22 -0.6570 3.6289 0.0325
H1 3.7735 0.1696 -4.4806
H2 3.7660 0.9078 -2.8913
H3 2.2541 0.7302 -3.7870
H4 4.2560 -2.1422 -4.3315
H5 3.9174 -4.3648 -3.3302
H6 2.5002 -4.6168 -1.3158
H7 1.4382 -2.6259 -0.3126
H8 2.1565 0.6929 -1.1288
H9 -0.1138 -1.6578 -1.8239
H10 -4.4451 -0.2741 1.0421
H11 -5.2718 -2.4900 0.3450
H12 -3.9720 -3.9103 -1.1916
H13 -2.0637 -4.2967 -2.5016
H14 -0.5660 -3.7199 -1.7756
H15 -1.2883 -2.8552 -3.1431
H16 2.3368 0.3003 1.3793
H17 3.9817 1.9537 2.2043
H18 3.5239 4.3763 1.9501
H19 1.4005 5.1294 0.9592
H20 -0.6655 4.7086 -0.1099
H21 -1.4935 3.4897 0.7527
H22 -0.9083 3.1902 -0.9391
N4 -1.0664 0.1346 5.9075
N5 -1.5683 0.8123 4.8357
N6 -2.3606 1.8529 4.9897
C23 -2.5173 2.2505 3.7381
N7 -1.8354 1.4638 2.8952
N8 -1.2245 0.5329 3.6260
H23 -1.6223 0.3483 6.7250
H24 -0.9612 -0.8465 5.6909
H25 -3.1185 3.0957 3.4460
N9 -4.8199 2.4497 -0.0175
C24 -3.7555 2.0728 0.2354

Forces on atoms 1 to 2 (eV/Å):
Ru -0.311 -0.477 0.006
C 0.015 -0.037 0.014

Computed properties:
Gap between HOMO and LUMO (alpha / beta): 8.37 / 4.84 eV
Total charge: +2
Multiplicity: 5

No. 3
DFT (ωB97M-V with the def2-TZVPD basis set) results for C3H5F2N in the gas phase.

Element x y z (Å)
C1 0.3997 -0.1990 1.4534
C2 0.7368 0.2396 0.2475
C3 0.1516 -0.0258 -1.0810
N1 1.9230 1.0903 0.0599
F1 2.5282 1.3907 1.1853
F2 1.5091 2.3260 -0.4747
H1 0.7498 0.0714 2.4076
H2 -0.3789 -0.9813 1.5350
H3 0.8587 -0.7549 -1.4004
H4 0.1894 0.8082 -1.6914
H5 -0.7871 -0.4498 -1.0129

Forces on atoms 1 to 2 (eV/Å):
C -1.486 -1.334 -0.982
C 0.440 2.018 1.551

Computed properties:
Gap between HOMO and LUMO: 10.76 eV
Relative energy (zero: lowest compared OMol25 entry of this formula, charge and spin): 90.9 kcal/mol
SMILES string: C=C(C)N(F)F

No. 4
DFT (ωB97M-V with the def2-TZVPD basis set) results for 2 unconnected molecules or ions with the total composition C5H7N2OS.

Element x y z (Å)
C1 1.7454 0.5872 -1.0404
C2 1.0987 -0.2023 -0.1008
C3 0.9908 0.9978 -2.1698
C4 -0.2965 -0.5561 -0.4315
C5 -1.2566 -1.4037 0.4112
N1 -0.2840 0.6493 -2.4460
N2 -0.8681 -0.1713 -1.5804
O1 -2.5328 -1.2549 -0.1676
S1 1.7124 4.2762 3.4104
H1 2.6920 0.8988 -0.6358
H2 1.4957 -0.5859 0.7929
H3 1.4094 1.7185 -2.8881
H4 -1.2982 -0.8936 1.3869
H5 -0.9622 -2.5335 0.6066
H6 -2.3903 -1.2268 -1.1379
H7 1.8187 3.1722 4.0865

Forces on atoms 1 to 2 (eV/Å):
C -1.565 -0.746 1.511
C -3.738 -0.256 -2.558

Computed properties:
Gap between HOMO and LUMO: 4.95 eV
Relative energy (zero: lowest compared OMol25 entry of this formula, charge and spin): 0.0 kcal/mol
Total charge: -1

No. 5
DFT (ωB97M-V with the def2-TZVPD basis set) results for a molecular structure, C37H37N3P2Pt.

Element x y z (Å)
Pt1 -1.6897 1.4815 0.7426
C1 -3.3422 -2.5534 4.3177
C2 -2.0877 -2.4164 3.8542
C3 -1.3786 -3.4275 2.9989
C4 -1.5411 -3.1190 1.5036
C5 -2.9277 -3.3504 0.8955
C6 -4.0454 -3.6461 1.5353
C7 -4.1604 -4.4913 2.7730
C8 -4.2258 -3.7520 4.1625
C9 -3.0607 1.1576 -0.7090
H1 -3.7995 -1.7556 4.8694
H2 -1.4449 -1.6507 4.2935
H3 -1.6458 -4.4728 3.1761
H4 -0.3039 -3.3422 3.2109
H5 -1.2467 -2.0622 1.3393
H6 -0.8303 -3.7158 0.9148
H7 -2.9596 -3.0549 -0.1744
H8 -5.0121 -3.3215 1.1190
H9 -3.3384 -5.2135 2.8010
H10 -5.1012 -5.0571 2.6758
H11 -5.2791 -3.4602 4.2991
H12 -4.0232 -4.5300 4.9206
H13 -3.8920 1.8400 -0.4908
H14 -3.4367 0.1135 -0.7183
H15 -2.6198 1.3820 -1.6855
P1 2.2308 1.9178 -0.1247
P2 0.9894 0.8392 -2.3954
C10 2.9746 0.3440 -0.6894
C11 2.3149 -0.2161 -1.7444
C12 3.7718 2.9482 0.1046
C13 5.0579 2.4185 0.3006
C14 6.1338 3.2684 0.5852
C15 5.9479 4.6513 0.6382
C16 4.6781 5.1852 0.3962
C17 3.5980 4.3466 0.1190
C18 1.7497 1.5294 1.5877
C19 0.4450 0.9857 1.7433
C20 0.0040 0.6630 3.0200
C21 0.8388 0.8295 4.1345
C22 2.1406 1.3138 3.9732
C23 2.5935 1.6778 2.6962
C24 1.8678 1.4077 -3.9827
C25 2.9655 2.2822 -3.8627
C26 3.6487 2.7306 -4.9963
C27 3.2489 2.3232 -6.2726
C28 2.1770 1.4366 -6.3984
C29 1.4986 0.9731 -5.2642
C30 -0.2001 -0.3846 -3.0572
C31 -1.4022 0.1548 -3.5610
C32 -2.4254 -0.6865 -3.9930
C33 -2.2421 -2.0741 -3.9736
C34 -1.0321 -2.6088 -3.5256
C35 -0.0164 -1.7744 -3.0535
H16 3.8460 -0.0813 -0.1818
H17 2.5677 -1.1689 -2.2197
H18 5.2281 1.3436 0.2379
H19 7.1168 2.8386 0.7737
H20 6.7886 5.3070 0.8648
H21 4.5289 6.2618 0.4354
H22 2.6089 4.7640 -0.0810
H23 -0.0723 0.6207 0.7787
H24 -1.0272 0.3383 3.1401
H25 0.4592 0.5847 5.1281
H26 2.8009 1.4267 4.8365
H27 3.6016 2.0858 2.5813
H28 3.2943 2.6065 -2.8725
H29 4.4959 3.4059 -4.8814
H30 3.7742 2.6909 -7.1554
H31 1.8669 1.1051 -7.3877
H32 0.6813 0.2617 -5.3934
H33 -1.5390 1.2398 -3.5809
H34 -3.3663 -0.2554 -4.3371
H35 -3.0426 -2.7317 -4.3140
H36 -0.8740 -3.6867 -3.5385
H37 0.9143 -2.2022 -2.6911
N1 -3.0134 0.7082 2.0175
C36 -3.9598 0.2889 2.5921
N2 -4.8285 -0.0119 3.4766
C37 -5.9886 -0.6233 3.3440
N3 -7.0261 -1.1812 3.3991

Forces on atoms 1 to 2 (eV/Å):
Pt 0.580 -0.194 -1.481
C 0.902 -0.260 -0.177

Computed properties:
Gap between HOMO and LUMO (alpha / beta): 5.39 / 3.21 eV
Multiplicity: 3

Per-record electronic energy, eV: -8675.403; -41267.957; -10112.391; -21160.282; -65255.101
Per-record max |F|, eV/A: 10.25; 0.57; 2.99; 4.54; 2.90